No. 1
11
Properties=species:S:1:pos:R:3:forces:R:3 method="wB97M-V/def2-TZVPD" gap_ev="6.66 / 7.07" e_lumo_ev="-2.51 / -1.82" energy_ha=-3487.555076 total_charge=0 e_above_lowest_kcal_mol=46.1
C -0.67230 1.33464 -0.07090 3.632 0.464 0.543
C 0.06030 0.30215 -0.51741 -2.850 -1.105 0.256
C -0.58132 -1.07835 -0.75298 0.706 0.597 0.070
S -0.90875 -0.81223 -2.50857 0.152 -0.454 0.041
S 1.18836 0.19178 2.51689 0.067 -0.046 0.033
Br 3.06097 -0.82729 2.42489 -0.080 0.042 -0.020
H 0.05150 2.21106 0.10934 -2.169 -0.689 -0.268
H -1.60748 1.15723 0.38195 -1.097 0.448 0.332
H 0.96489 0.55745 -0.92584 2.447 -0.062 -0.780
H -1.51013 -1.02571 -0.23341 -0.741 -0.322 0.480
H -0.04603 -2.01073 -0.42398 -0.068 1.128 -0.688

=====

No. 2
29
Properties=species:S:1:pos:R:3:forces:R:3 method="wB97M-V/def2-TZVPD" gap_ev="7.45 / 7.45" e_lumo_ev="-3.63 / -3.64" energy_ha=-915.391433 total_charge=+1 e_above_lowest_kcal_mol=67.3
C -1.61176 -1.82067 0.00072 0.039 -1.116 1.116
C 1.45756 -0.54811 1.42616 -0.947 1.851 0.746
C 0.61621 0.32896 -0.90740 0.305 -2.796 0.571
C -0.87639 0.47003 1.16510 -2.246 -1.551 1.097
C 2.55334 -1.31798 0.63257 -1.375 1.895 2.270
C 1.55707 -0.75294 -1.53838 -1.067 3.909 -2.277
C 0.22411 -0.30038 0.46463 0.000 1.250 1.260
C -3.98806 1.43147 -0.47713 2.699 -2.601 -2.557
N -2.35430 -0.74575 0.17985 2.361 4.863 2.356
N 2.77088 -0.70924 -0.74481 3.504 -3.872 1.808
O -2.03498 -2.91661 -0.20758 0.750 -0.564 -0.631
O -0.23941 -1.60806 0.26598 -0.729 -0.923 -0.884
P -3.95881 -0.36309 0.08700 -1.034 0.190 -2.377
H 1.03472 -1.07790 2.40498 1.276 0.840 -2.299
H 1.80935 0.53153 1.75550 -0.278 -2.201 -0.573
H 1.11257 1.26426 -1.01148 0.581 0.941 0.935
H -0.27934 0.48430 -1.46768 -0.711 -0.427 -0.605
H -1.09405 0.05824 2.24854 0.385 0.974 -2.280
H -1.00151 1.60552 1.09018 0.114 -1.882 -0.263
H 3.42831 -1.31382 1.23857 1.228 0.526 -0.022
H 2.33946 -2.35270 0.58333 -0.737 -0.981 -0.905
H 1.06204 -1.67299 -1.76784 0.411 -0.934 0.748
H 1.81055 -0.28893 -2.49263 0.251 -0.437 -0.272
H -4.76288 1.73619 0.07264 -2.876 2.010 2.105
H -4.27492 1.48042 -1.54575 0.452 0.075 0.552
H -3.03904 1.94238 -0.27853 -0.386 0.025 0.044
H 3.35296 0.14437 -0.72161 -1.224 0.210 0.019
H 3.54654 -1.41149 -0.98592 -1.490 1.006 -0.934
H -4.62180 -0.05147 1.26634 0.742 -0.277 1.253

=====

No. 3
35
Properties=species:S:1:pos:R:3:forces:R:3 method="wB97M-V/def2-TZVPD" gap_ev=8.10 e_lumo_ev=-0.04 energy_ha=-1889.130584 total_charge=0 e_above_lowest_kcal_mol=201.4
O 2.76002 -1.48334 -1.35252 -0.005 -2.517 -1.480
C 3.06851 -0.52102 -0.74496 -3.147 2.647 1.990
N 2.14328 0.28044 -0.06620 -4.463 -5.073 -1.298
C 0.70102 -0.13568 0.15951 4.749 -2.209 -3.784
C -0.09062 0.62176 0.77812 -5.057 9.222 8.712
C -1.48445 0.42635 1.29459 0.483 -0.154 -0.236
C -2.09605 -0.80516 0.99281 5.936 4.543 -3.610
C -1.27923 -1.53599 -0.07622 0.116 4.919 5.005
C 0.00434 -1.25262 -0.37206 3.018 -1.988 -0.902
H 0.66883 -2.01597 -0.88129 -1.400 0.965 0.185
Cl -2.04201 -2.81703 -0.48947 -3.033 -6.383 -2.932
O -3.38181 -0.94786 1.13782 8.272 -6.602 8.573
C -4.31598 -0.66826 0.51786 -11.508 8.678 -5.841
N -4.12071 0.48733 -0.29378 -2.246 -2.597 -2.041
C -5.20608 0.91309 -1.05640 -2.608 -5.819 8.877
C -6.56417 0.56656 -0.45511 3.468 0.302 -4.192
C -6.67170 -0.49065 0.48944 -6.144 4.258 -1.764
C -5.64926 -0.94066 1.13786 5.458 7.617 -12.238
H -5.60701 -1.50272 1.78508 0.111 -10.173 11.920
H -7.73980 -0.55262 0.84566 1.221 -0.637 -0.173
Cl -7.87748 1.31997 -1.48555 0.625 -1.011 1.443
H -5.10407 1.73534 -1.55830 0.666 4.420 -3.448
H -2.03085 1.31585 1.87875 1.418 -2.357 -1.431
H 0.26905 1.77055 1.44563 -0.427 -3.546 -2.607
H 2.36970 1.16345 0.20723 0.719 2.466 1.194
C 4.37351 0.07539 -0.55426 -1.834 -4.943 -4.260
N 4.42686 0.87999 0.30986 2.841 11.132 7.673
C 5.66229 1.69920 0.51534 -4.032 -8.887 -4.429
C 6.69170 1.00066 0.05502 4.225 0.680 -1.605
C 6.67239 -0.04686 -0.88586 -3.041 0.286 -0.833
C 5.38470 -0.40443 -1.25491 4.749 -5.327 -4.439
H 5.17283 -1.36152 -2.00955 0.555 2.958 1.883
H 7.53380 -0.38508 -1.43172 0.311 -0.215 0.367
H 7.71612 1.32480 0.15710 0.196 0.567 0.810
H 5.64232 2.28673 1.26047 -0.192 4.780 4.911

=====

No. 4
160
Properties=species:S:1:pos:R:3:forces:R:3 method="wB97M-V/def2-TZVPD" gap_ev=6.70 e_lumo_ev=0.24 energy_ha=-2972.875471 total_charge=0 e_above_lowest_kcal_mol=1064.4
C -19.43725 10.51134 -0.39423 2.241 -0.123 0.835
S -18.16356 11.80038 -0.29652 0.292 -2.598 7.901
O -18.09233 12.16187 1.14667 0.281 0.070 0.728
C -16.78863 10.66110 -0.58334 0.548 -0.096 -0.452
H -19.61973 10.44424 -1.46675 0.576 -1.380 1.309
H -20.40537 10.57828 0.10213 2.456 2.419 0.220
H -18.99992 9.69348 0.17844 0.299 -0.527 -0.565
H -16.90905 10.23721 -1.58029 0.357 -0.013 0.654
H -16.71793 9.88388 0.17761 -0.692 -0.019 0.065
H -15.83158 11.17342 -0.48490 -0.165 0.487 -0.316
C -19.77841 9.16655 -5.10217 -1.073 11.301 -0.532
C -18.90529 10.27827 -4.54285 0.465 1.845 0.626
C -18.17139 10.91057 -5.76841 0.826 1.505 0.477
C -17.47910 12.32687 -5.60134 -2.772 -2.351 -0.171
C -18.51687 13.31033 -4.96592 -9.001 -4.916 0.092
C -19.28860 12.68911 -3.70840 3.765 1.877 0.269
N -19.78844 11.30352 -3.90347 2.595 2.614 -3.260
O -20.30763 10.80672 -2.75864 2.900 -4.306 -5.235
C -18.11638 12.87010 -2.59169 -2.779 -0.990 -2.183
C -20.31371 13.74687 -3.27689 0.443 -1.182 -1.032
C -17.82682 9.74667 -3.58455 -0.215 -1.061 0.180
H -20.52568 8.66771 -4.48505 -0.846 1.536 1.107
H -19.13842 8.44506 -5.61007 1.516 7.735 -2.723
H -20.32738 9.68636 -5.88736 -0.807 0.286 -0.086
H -17.28647 10.31158 -5.98342 -0.230 -0.357 -0.042
H -18.80124 10.85972 -6.65655 -0.042 0.841 0.280
H -17.17087 12.61285 -6.60698 0.057 0.260 0.084
H -16.57425 12.09829 -5.03823 -0.685 0.663 0.217
H -19.28167 13.71676 -5.62772 -0.012 -0.768 -1.011
H -18.03105 14.22257 -4.61966 -7.582 -0.857 0.706
H -17.20196 12.37201 -2.91393 0.032 -0.327 0.587
H -17.90722 13.93012 -2.44780 -0.763 -0.395 0.906
H -18.49423 12.54023 -1.62395 -0.068 1.218 -3.341
H -20.97701 13.37390 -2.49649 2.775 1.768 -2.073
H -19.88412 14.70434 -2.98230 0.597 -0.135 0.171
H -20.91744 14.02147 -4.14188 0.577 -3.153 1.877
H -17.37403 8.89740 -4.09623 -0.562 0.432 0.502
H -18.24808 9.38014 -2.64845 -0.438 -0.352 -0.172
H -16.98435 10.33005 -3.21302 -0.231 0.772 -1.061
H -21.16607 10.57815 -3.12257 0.046 -0.836 0.515
C -14.62093 13.28936 -5.12584 -0.367 1.730 1.003
C -15.35769 14.72280 -4.60874 3.207 0.338 0.281
C -14.76816 15.23716 -3.19063 0.819 -1.847 -1.558
C -13.36157 15.86821 -3.29418 -2.502 0.352 -0.458
C -13.38429 16.96782 -4.35847 1.339 -0.506 -0.652
C -13.78829 16.57367 -5.82543 -3.016 0.209 1.698
N -15.13376 15.87276 -5.65170 -0.383 -0.894 3.420
O -15.81293 15.55955 -6.81509 0.378 -0.837 -1.395
C -14.19508 17.76032 -6.69375 1.120 0.532 0.400
C -12.70113 15.79206 -6.42127 0.820 -1.825 -1.966
C -16.82479 14.47408 -4.37394 8.600 3.759 -0.744
H -13.54979 13.25661 -4.92664 0.111 0.486 -0.027
H -14.76761 13.09668 -6.18861 -0.158 0.327 0.009
H -15.00401 12.41751 -4.59554 -0.005 0.230 0.259
H -15.57018 15.75803 -2.66758 0.350 0.661 -0.155
H -14.58104 14.34008 -2.60044 -0.479 -0.386 0.146
H -12.63961 15.08828 -3.53622 0.050 0.037 0.096
H -13.14339 16.33104 -2.33174 0.438 -0.097 -0.025
H -12.30472 17.07690 -4.46198 0.108 1.456 -0.056
H -13.90022 17.84129 -3.95974 0.066 0.084 -0.322
H -13.33616 18.38045 -6.95028 0.305 -0.016 0.146
H -14.56864 17.39984 -7.65219 -0.462 0.145 0.272
H -14.85061 18.40006 -6.10288 -0.481 -0.133 -0.478
H -12.27388 16.21865 -7.32878 0.473 0.847 0.393
H -11.91731 15.49536 -5.72436 -0.025 -0.101 -0.186
H -13.10451 14.91934 -6.93485 -0.147 -0.582 0.573
H -17.33608 15.43422 -4.44328 0.042 0.650 0.369
H -17.12782 13.91146 -3.49091 2.171 1.245 -1.160
H -17.34544 13.87278 -5.11924 7.378 2.118 -1.735
H -16.68994 15.94407 -6.74719 0.023 0.291 0.195
C -24.41320 9.63498 -4.30006 0.716 1.124 2.122
C -23.73216 10.83515 -3.40412 -1.027 0.250 -1.539
C -24.88658 11.80935 -2.87334 0.751 -0.227 0.126
C -24.57950 12.70736 -1.65921 1.844 -1.070 1.159
C -23.77540 11.86953 -0.59495 -0.313 -0.905 -1.191
C -22.52598 11.13940 -1.16755 0.352 1.646 2.111
N -23.01927 10.30209 -2.29164 -0.866 0.446 1.558
O -22.03872 9.43708 -2.76646 -1.441 -2.587 0.371
C -21.37995 12.21936 -1.44361 -3.654 0.118 2.203
C -22.09591 10.18960 -0.00890 -0.880 -1.808 -0.779
C -22.77308 11.63565 -4.36108 4.494 -10.288 0.285
H -25.04651 9.04253 -3.63972 -0.569 0.386 0.083
H -23.70679 8.86543 -4.61134 0.397 0.649 -0.560
H -24.98047 10.11127 -5.09971 0.097 -0.327 -0.070
H -24.99167 12.52805 -3.68607 -1.330 -0.596 0.011
H -25.76437 11.22772 -2.59180 -0.071 -0.115 -0.546
H -25.49566 13.09248 -1.21150 -0.016 -0.019 -0.125
H -23.94051 13.54584 -1.93629 -0.329 0.089 0.018
H -24.36296 10.98996 -0.33182 -0.690 0.251 0.434
H -23.42856 12.35680 0.31630 -0.358 0.410 -0.192
H -20.72956 11.74884 -2.18098 -1.680 2.710 1.651
H -21.78525 13.11500 -1.91444 -2.216 -1.004 2.768
H -20.54262 12.41862 -0.77482 -1.181 0.610 0.983
H -22.75631 9.33894 0.15945 -0.795 0.132 -0.318
H -21.15691 9.70122 -0.26943 -1.654 -0.986 -0.214
H -21.94692 10.57759 0.99876 -0.119 0.797 -0.274
H -21.89247 11.08604 -4.69357 -0.385 -1.272 -0.467
H -22.39065 12.48929 -3.80148 3.151 -3.993 0.114
H -23.35164 12.08540 -5.16797 1.110 -3.596 -1.745
H -22.26427 8.65701 -2.25438 0.426 -0.570 -0.265
C -18.49814 8.71028 -7.51285 0.698 -0.783 -1.731
C -19.02553 7.22545 -7.36746 0.017 -0.607 -0.050
C -18.43673 6.17754 -8.40858 3.038 1.733 0.442
C -16.84342 5.91652 -8.10294 -2.266 -0.670 1.301
C -16.84441 5.39776 -6.67156 1.091 -1.961 -0.562
C -17.30657 6.31661 -5.60767 -0.967 0.962 1.942
N -18.69015 6.74307 -5.98781 1.172 -1.522 -1.652
O -19.46599 7.56335 -5.03390 1.980 -18.338 3.471
C -17.51674 5.58850 -4.29524 0.055 -0.878 1.764
C -16.27762 7.41783 -5.31822 0.887 2.298 -0.892
C -20.56888 7.10256 -7.46051 0.050 1.068 -0.218
H -18.81203 9.32737 -8.35473 -0.811 -0.444 -0.446
H -18.68185 9.30797 -6.62004 0.277 -1.456 -1.772
H -17.42063 8.74552 -7.67351 0.254 -0.476 0.165
H -18.91888 5.20058 -8.44297 -0.230 0.233 0.361
H -18.49446 6.65489 -9.38679 -0.321 -0.089 -0.099
H -16.45983 5.05131 -8.64366 -0.003 0.491 -0.712
H -16.15006 6.75755 -8.09707 -0.371 0.252 -0.775
H -15.87336 4.96397 -6.43283 0.722 0.843 0.294
H -17.32541 4.42059 -6.62833 -1.210 0.228 -0.055
H -18.08356 6.14321 -3.54750 -0.334 0.553 -0.422
H -16.63170 5.40222 -3.68689 0.677 -0.014 -0.615
H -18.01986 4.62196 -4.32265 -0.128 -0.032 -0.672
H -16.24638 7.96500 -4.37601 0.067 -1.632 0.629
H -16.41431 8.35173 -5.86344 -0.624 -0.207 -0.968
H -15.23446 7.26315 -5.59389 0.028 -1.022 0.150
H -20.90938 6.99128 -8.48996 0.191 -0.266 -0.070
H -20.96669 6.30220 -6.83660 0.198 -0.171 -0.193
H -21.03695 8.03375 -7.14129 -0.078 0.004 0.204
H -20.11909 6.91262 -4.76631 -1.895 -2.065 1.408
C -21.88659 13.02884 -6.33485 -0.616 0.734 -1.257
C -22.58970 14.22491 -5.51859 0.482 -0.569 0.006
C -21.48831 15.34262 -5.16261 -1.264 1.375 -2.552
C -22.09065 16.66882 -4.78368 -1.743 -0.222 1.183
C -23.08515 17.21296 -5.83087 0.602 -0.722 0.227
C -24.18238 16.23645 -6.34854 0.904 -0.326 0.502
N -23.64459 14.84246 -6.38153 1.555 0.989 -0.849
O -24.48784 13.94837 -7.04352 0.190 -0.158 0.238
C -25.32392 16.30313 -5.36940 -0.332 -0.073 1.542
C -24.76656 16.70655 -7.66009 1.261 -0.256 -1.247
C -23.23181 13.62536 -4.22894 -3.199 9.834 1.072
H -21.55589 13.36171 -7.31868 0.400 0.648 0.176
H -22.59661 12.26034 -6.64044 -0.153 0.288 -0.057
H -21.10046 12.44540 -5.85560 0.119 0.652 0.250
H -20.73874 15.00646 -4.44620 -0.731 2.697 -1.798
H -20.97437 15.61202 -6.08533 0.273 -0.634 -0.511
H -21.32996 17.42182 -4.57772 0.134 -0.024 -0.179
H -22.62351 16.54741 -3.84058 -0.105 0.010 0.372
H -22.36522 17.54382 -6.57943 -0.757 0.329 -0.781
H -23.67964 18.01295 -5.38961 0.522 0.500 -0.253
H -25.75119 17.27499 -5.12230 0.312 0.428 -0.520
H -26.19778 15.72712 -5.67383 0.196 -0.509 0.120
H -24.87137 15.97610 -4.43326 -0.679 -0.337 0.286
H -25.63138 16.10044 -7.92995 -0.332 0.610 0.155
H -24.85748 17.79238 -7.63143 -0.936 -0.051 0.322
H -24.09825 16.61051 -8.51580 0.461 -0.459 0.059
H -22.56084 13.65331 -3.37040 -0.574 1.461 -0.062
H -23.43353 12.55466 -4.26081 -5.699 7.756 0.958
H -24.05478 14.28314 -3.94940 -0.163 0.802 0.000
H -25.16327 13.71326 -6.40312 -0.513 -0.213 0.259